No. 1
Density functional theory data (wB97M-V/def2-TZVPD) for C4H10ClNSi as an isolated structure at a distorted geometry.

Geometry as XYZ:
```
17
Properties=species:S:1:pos:R:3
C -1.253 2.720 0.624
C -0.777 1.577 1.085
C -1.185 -2.376 -0.318
C 2.324 0.314 -0.196
N 0.025 -1.686 0.127
Si 0.418 -0.030 -0.368
Cl -0.340 0.360 -2.208
H -1.686 3.621 1.213
H -1.328 2.975 -0.433
H -0.539 1.556 2.069
H -1.074 -3.174 -1.063
H -1.582 -2.800 0.638
H -1.952 -1.744 -0.794
H 2.441 1.180 0.461
H 2.852 -0.689 0.047
H 2.812 0.504 -1.172
H 0.844 -2.308 0.289
```

Output
orbital gap	9.51	eV
ΔE to the lowest compared entry with this formula, charge and spin	49.9	kcal/mol
total energy	-26199.8353	eV
lowest unoccupied orbital energy	0.7	eV

***

No. 2
Density functional theory data (wB97M-V/def2-TZVPD) for C4H10F8KN4O18S8 as an isolated structure at a distorted geometry.

Geometry as XYZ:
```
53
Properties=species:S:1:pos:R:3
K 0.579 -0.344 0.039
N 2.168 1.606 -1.396
S 1.610 2.774 -2.317
O 0.882 2.320 -3.466
O 2.427 3.944 -2.432
F 0.455 3.307 -1.385
S 3.441 1.096 -2.282
O 4.536 2.005 -2.326
O 3.131 0.354 -3.460
F 3.921 -0.007 -1.249
N 2.046 -0.417 2.358
S 1.482 -0.244 3.933
O 2.457 0.113 4.909
O 0.427 -1.109 4.306
F 0.771 1.127 3.656
S 2.766 -1.841 2.553
O 1.923 -2.949 2.878
O 4.073 -1.764 3.125
F 2.998 -2.165 0.990
N -1.031 4.599 1.136
S -1.620 3.078 1.298
O -2.387 2.883 2.472
O -0.787 2.070 0.755
F -2.761 3.237 0.183
S 0.066 4.652 2.285
O 1.198 3.824 2.022
O -0.384 4.764 3.636
F 0.645 6.135 1.995
N -3.216 -2.520 2.546
S -2.259 -3.152 1.393
O -1.068 -2.453 1.068
O -3.001 -3.831 0.379
F -1.723 -4.345 2.300
S -3.776 -1.202 1.858
O -4.783 -1.343 0.848
O -2.780 -0.199 1.652
F -4.549 -0.633 3.143
C -2.616 0.107 -1.522
O -1.582 -0.832 -1.366
C -1.469 -1.846 -2.336
C -0.116 -1.869 -3.022
O 0.989 -2.106 -2.155
C 2.127 -2.444 -2.908
H -3.576 -0.297 -1.861
H -2.324 0.846 -2.288
H -2.742 0.663 -0.599
H -2.297 -1.678 -3.034
H -1.620 -2.828 -1.870
H -0.015 -0.908 -3.543
H -0.167 -2.700 -3.740
H 2.300 -3.520 -3.022
H 2.974 -2.089 -2.311
H 2.259 -1.872 -3.828
```

Output
charge	-3
orbital gap	7.65	eV
ΔE to the lowest compared entry with this formula, charge and spin	0.0	kcal/mol
total energy	-171873.1068	eV
lowest unoccupied orbital energy	5.4	eV

***

No. 3
Density functional theory data (wB97M-V/def2-TZVPD) for C4H10FN2 as an isolated structure at a distorted geometry.

Geometry as XYZ:
```
17
Properties=species:S:1:pos:R:3
C -0.314 0.215 0.009
C 2.326 0.638 -0.451
C -2.425 -1.100 -0.092
C 1.633 -0.284 0.392
N -0.997 -0.941 0.038
N -0.735 1.425 0.137
F 1.612 -1.558 -0.027
H 3.473 0.605 -0.401
H 2.102 1.698 -0.090
H 2.195 0.548 -1.491
H -2.825 -0.246 -0.576
H -2.745 -1.976 -0.403
H -2.763 -0.994 0.880
H 1.663 -0.173 1.428
H -0.493 -1.800 0.178
H 0.004 2.191 0.372
H -1.712 1.751 0.098
```

Output
charge	+1
orbital gap	11.45	eV
ΔE to the lowest compared entry with this formula, charge and spin	27.8	kcal/mol
total energy	-9999.3064	eV
lowest unoccupied orbital energy	-3.3	eV

***

No. 4
Density functional theory data (wB97M-V/def2-TZVPD) for a 2-piece molecular cluster, C4H10IO4P overall at a distorted geometry.

Geometry as XYZ:
```
20
Properties=species:S:1:pos:R:3
C -1.836 0.675 1.105
C 2.062 -0.536 1.510
C -1.295 -0.192 -2.324
C 0.547 0.844 0.456
O 2.570 0.360 -1.588
O -0.728 1.296 0.351
O 0.798 0.107 1.599
O 0.141 -0.027 -2.247
P 1.281 -0.163 -1.175
I -0.653 -3.092 0.134
H -1.724 -0.362 1.148
H -2.775 1.142 0.790
H -1.856 1.129 2.127
H 2.021 -1.284 0.704
H 2.226 -1.125 2.531
H 2.788 0.393 1.429
H -1.759 0.549 -1.562
H -1.459 -1.248 -1.899
H -1.673 -0.064 -3.389
H 1.324 1.596 0.301
```

Output
orbital gap (spin up / spin down)	5.65 / 5.65	eV
ΔE to the lowest compared entry with this formula, charge and spin	20.6	kcal/mol
total energy	-29886.7057	eV
lowest unoccupied orbital energy (spin up / spin down)	-2.5 / -2.5	eV

***

No. 5
Density functional theory data (wB97M-V/def2-TZVPD) for a 2-piece molecular cluster, C4H10N overall.

Geometry as XYZ:
```
15
Properties=species:S:1:pos:R:3
C 2.764 -1.072 -0.417
C 1.686 -0.936 -1.168
H 2.976 -2.019 0.065
H 3.495 -0.287 -0.273
H 0.934 -1.715 -1.213
H 1.414 -0.021 -1.678
C -0.953 0.363 0.556
C -1.902 -0.336 1.266
N -1.357 1.608 -0.139
H 0.109 0.207 0.584
H -1.578 -0.899 2.131
H -2.928 -0.418 0.932
H -0.574 2.271 -0.213
H -1.739 1.493 -1.072
H -2.089 2.086 0.454
```

Output
orbital gap (spin up / spin down)	4.89 / 8.55	eV
ΔE to the lowest compared entry with this formula, charge and spin	66.2	kcal/mol
total energy	-5795.2014	eV
multiplicity	2
lowest unoccupied orbital energy (spin up / spin down)	0.7 / 0.3	eV

***

No. 6
Density functional theory data (wB97M-V/def2-TZVPD) for a 2-piece molecular cluster, C4H10N overall at a distorted geometry.

Geometry as XYZ:
```
15
Properties=species:S:1:pos:R:3
C -2.239 0.330 1.078
C -2.210 0.353 -0.481
C -0.837 0.033 -0.878
C 0.153 0.116 -0.039
N 4.165 -0.794 0.105
H -1.187 -0.252 1.254
H -2.003 1.206 1.679
H -3.038 -0.197 1.602
H -2.913 -0.439 -0.757
H -2.553 1.288 -0.963
H -0.579 -0.277 -1.902
H 1.221 0.085 -0.392
H 3.300 -0.264 -0.055
H 4.540 -0.250 0.875
H 4.583 -0.594 -0.802
```

Output
charge	+1
orbital gap	4.51	eV
ΔE to the lowest compared entry with this formula, charge and spin	159.7	kcal/mol
total energy	-5786.9339	eV
lowest unoccupied orbital energy	-9.0	eV

***

No. 7
Density functional theory data (wB97M-V/def2-TZVPD) for a 2-piece molecular cluster, C4H10N overall at a distorted geometry.

Geometry as XYZ:
```
15
Properties=species:S:1:pos:R:3
C 3.117 0.534 0.077
C 2.940 0.693 1.375
H 3.068 1.340 -0.651
H 3.239 -0.493 -0.277
H 2.892 1.703 1.799
H 3.152 -0.074 2.110
C -2.603 -1.487 -0.375
C -1.419 0.768 -0.178
N -1.748 -0.337 -0.855
H -2.216 -2.382 -0.864
H -2.327 -1.647 0.665
H -3.665 -1.246 -0.399
H -2.149 1.559 -0.051
H -0.385 0.764 0.151
H -1.469 -0.403 -1.831
```

Output
charge	+1
orbital gap	5.47	eV
ΔE to the lowest compared entry with this formula, charge and spin	121.2	kcal/mol
total energy	-5788.6018	eV
lowest unoccupied orbital energy	-7.7	eV

***

No. 8
Density functional theory data (wB97M-V/def2-TZVPD) for a 2-piece molecular cluster, C4H10N overall at a distorted geometry.

Geometry as XYZ:
```
15
Properties=species:S:1:pos:R:3
C -0.539 -0.780 -1.042
C -0.668 0.419 -0.192
C 0.547 -0.336 -0.176
C -0.659 1.810 -0.689
N 1.084 -1.274 1.544
H -1.280 -1.451 -0.732
H -0.421 -0.729 -2.062
H -1.293 0.274 0.783
H 1.531 -0.008 -0.538
H 0.159 1.651 -1.491
H -0.454 2.422 0.183
H -1.557 2.003 -1.195
H 1.994 -1.784 1.543
H 0.353 -1.958 1.661
H 0.948 -0.445 2.247
```

Output
charge	+1
orbital gap	11.02	eV
ΔE to the lowest compared entry with this formula, charge and spin	76.6	kcal/mol
total energy	-5790.5341	eV
lowest unoccupied orbital energy	-4.6	eV